[1]
# C5H12N2O3

An isolated molecule of C5H12N2O3 at a distorted geometry (ωB97M-V with the def2-TZVPD basis set, the Open Molecules 2025 dataset).

Calculated values
Total energy in eV: -14501.191
M in g/mol: 148.162
Charge: 0
Energy above the lowest of the compared OMol25 structures with the same formula, charge and spin in kJ/mol: 223.33
2S+1: 1
HOMO in eV: -8.817
SMILES string: COC(C)(C)N(O)C(N)=O
Orbital gap in hartree: 0.355

Last column: Löwdin charge in e.
Atoms and positions in Å:
C: -0.0657 -0.6023 -2.0261  -0.078
O: 0.1648 -1.0545 -0.7073  -0.179
C: -0.4821 -0.3484 0.4166  -0.511
C: -0.0704 -1.1333 1.6666  0.006
C: -2.0004 -0.2965 0.2935  -0.003
N: 0.0829 0.9766 0.4551  -0.027
O: -0.7968 2.0477 0.2058  0.009
C: 1.3855 1.2675 0.0624  -0.547
N: 2.3420 0.3240 0.2938  0.185
O: 1.6390 2.4115 -0.2965  0.047
H: -0.3210 -1.4672 -2.6387  0.091
H: -0.8699 0.1310 -2.0761  0.087
H: 0.8404 -0.1433 -2.4343  0.090
H: -0.7524 -0.9119 2.4861  0.090
H: -0.1046 -2.1950 1.4419  0.092
H: 0.9310 -0.8606 1.9839  0.074
H: -2.3161 0.2972 -0.5572  0.074
H: -2.3687 -1.3124 0.1830  0.100
H: -2.4253 0.1600 1.1812  0.094
H: -0.1660 2.7556 -0.0590  0.099
H: 2.0977 -0.6433 0.1566  0.092
H: 3.2562 0.5975 -0.0310  0.115

=====

[2]
# C25H42N6O8PW

A structure of composition C25H42N6O8PW (ωB97M-V with the def2-TZVPD basis set, the Open Molecules 2025 dataset).

Calculated values
Total energy in eV: -63020.441
M in g/mol: 769.459
Charge: +3
Energy above the lowest of the compared OMol25 structures with the same formula, charge and spin in kJ/mol: 59.56
2S+1: 3
HOMO (alpha / beta) in eV: -14.864 / -15.622
⟨S²⟩: 2.009
Orbital gap (alpha / beta) in hartree: 0.271 / 0.285

Last column: Mulliken spin population.
Atoms and positions in Å:
W: -0.2391 1.0277 -0.0390  1.756
O: 1.7925 1.7361 -0.5644  -0.013
C: 2.4203 2.8592 0.1082  -0.004
C: 1.3188 3.8291 0.4363  0.002
N: 0.2192 3.1107 1.1290  0.016
C: -1.0034 3.9475 1.1548  0.009
C: -2.1922 3.0176 1.0467  0.008
O: -3.2116 3.1003 1.6745  0.004
O: -1.9642 2.0798 0.1341  0.043
C: 0.6179 2.7296 2.5090  0.008
C: 1.1970 1.3214 2.5183  0.012
O: 2.1710 0.9998 3.1516  0.013
O: 0.4736 0.5069 1.7775  0.016
H: 1.9271 1.7721 -1.5213  0.007
H: 3.1727 3.3013 -0.5408  0.000
H: 2.9122 2.4557 0.9913  0.000
H: 0.9142 4.2427 -0.4876  -0.005
H: 1.6909 4.6535 1.0501  0.000
H: -1.0235 4.5896 0.2740  -0.005
H: -1.0542 4.5733 2.0444  0.000
H: -0.2784 2.6991 3.1317  -0.004
H: 1.3116 3.4497 2.9427  0.000
C: -1.8259 2.5196 -6.6989  0.001
O: -1.2576 1.2015 -6.6422  0.003
C: -0.8660 0.7045 -5.4909  0.003
C: -0.3094 -0.6064 -5.5658  0.006
C: 0.1282 -1.2090 -4.4404  0.001
C: 0.0517 -0.5689 -3.1576  -0.004
C: 0.5909 -1.1817 -2.0218  0.032
C: 1.2471 -2.5274 -2.0534  -0.003
O: 0.5951 -0.6328 -0.8526  0.011
C: -0.5221 0.7465 -3.1051  0.033
O: -0.6593 1.4027 -1.9742  0.002
C: -0.9696 1.3642 -4.2701  0.014
H: -2.0491 2.6931 -7.7451  0.000
H: -1.1053 3.2564 -6.3452  0.000
H: -2.7426 2.5604 -6.1111  0.000
H: -0.2486 -1.0833 -6.5334  0.001
H: 0.5599 -2.1961 -4.5186  0.000
H: 0.7591 -3.2183 -2.7353  0.000
H: 1.2545 -2.9428 -1.0487  -0.001
H: 2.2844 -2.4163 -2.3788  0.001
H: -1.3981 2.3516 -4.1873  -0.001
C: -4.2106 -2.4745 1.7039  0.001
N: -4.4939 -0.9634 1.7617  0.000
C: -5.3726 -0.5910 0.5453  0.001
N: -4.7531 -1.0084 -0.6622  0.003
C: -4.4945 -2.4465 -0.6494  0.001
N: -3.6174 -2.8253 0.4606  -0.002
C: -2.2470 -2.3309 0.2985  0.007
P: -2.2440 -0.4878 0.2458  0.012
C: -3.2220 -0.1687 1.7772  -0.006
C: -3.5692 -0.2241 -1.0075  0.022
H: -5.1739 -2.9694 1.8240  0.000
H: -3.5631 -2.7125 2.5469  0.000
H: -5.0203 -0.7552 2.6132  0.001
H: -5.5167 0.4882 0.5785  0.000
H: -6.3219 -1.1043 0.6952  0.000
H: -4.0352 -2.7404 -1.5913  0.000
H: -5.4409 -2.9776 -0.5456  0.000
H: -1.8288 -2.7289 -0.6277  -0.002
H: -1.6202 -2.6851 1.1193  0.002
H: -3.4726 0.8933 1.8357  0.002
H: -2.6444 -0.4545 2.6577  0.002
H: -3.2029 -0.5249 -1.9911  -0.003
H: -3.8049 0.8389 -1.0476  0.000
N: 5.8336 -2.4392 3.9064  0.000
C: 6.2854 -1.2591 3.0832  0.000
C: 5.4584 -1.2070 1.8016  0.000
N: 4.0244 -1.1880 2.0292  0.000
C: 3.6056 -2.3053 2.8559  0.000
C: 4.3521 -2.3883 4.1840  0.000
H: 6.3570 -2.4784 4.7825  0.000
H: 6.0519 -3.3022 3.4020  0.000
H: 7.3508 -1.3745 2.8909  0.000
H: 6.1244 -0.3765 3.7015  0.000
H: 5.7024 -2.0751 1.1798  0.000
H: 5.7621 -0.3255 1.2385  0.000
H: 3.7009 -0.3187 2.4426  -0.001
H: 3.7563 -3.2360 2.2975  0.000
H: 2.5403 -2.2230 3.0672  0.000
H: 4.0913 -3.2731 4.7625  0.000
H: 4.1836 -1.4975 4.7886  0.000

=====

[3]
# C4H7N3O

An isolated molecule of C4H7N3O at a distorted geometry (ωB97M-V with the def2-TZVPD basis set, the Open Molecules 2025 dataset).

Calculated values
Total energy in eV: -10777.303
M in g/mol: 113.120
Charge: 0
Energy above the lowest of the compared OMol25 structures with the same formula, charge and spin in kJ/mol: 235.86
2S+1: 1
HOMO in eV: -9.713
SMILES string: [H]/N=C(\N)[C@H]1N[C@H]1C=O
Orbital gap in hartree: 0.389

Last column: Löwdin charge in e.
Atoms and positions in Å:
H: -1.0144 -2.2742 -0.2550  0.046
N: -0.5748 -1.4536 -0.6299  0.150
C: -1.0634 -0.3483 -0.1771  -0.480
N: -2.2359 -0.0846 0.5127  0.120
C: -0.2612 0.8444 -0.4326  -0.218
N: 0.6247 1.5192 0.5656  0.095
C: 1.2529 0.6923 -0.4992  -0.221
C: 2.0285 -0.5248 -0.1119  -0.222
O: 1.8651 -1.0714 0.9563  0.036
H: -2.8266 -0.8330 0.8624  0.098
H: -2.0914 0.7463 1.1374  0.120
H: -0.7075 1.6898 -1.0996  0.172
H: 0.6448 0.9351 1.3633  0.067
H: 1.6701 1.1677 -1.3563  0.117
H: 2.6891 -1.0048 -0.8361  0.120

=====

[4]
# C18H35NO6S

A cluster of 2 separate species, C18H35NO6S in total at a distorted geometry (ωB97M-V with the def2-TZVPD basis set, the Open Molecules 2025 dataset).

Calculated values
Total energy in eV: -43842.966
M in g/mol: 393.546
Charge: -1
Energy above the lowest of the compared OMol25 structures with the same formula, charge and spin in kJ/mol: 135.35
2S+1: 2
HOMO (alpha / beta) in eV: -4.026 / -4.025
⟨S²⟩: 0.754
Orbital gap (alpha / beta) in hartree: 0.227 / 0.227

Last column: Mulliken spin population.
Atoms and positions in Å:
C: -5.7518 -0.3326 0.2269  0.000
C: -4.4266 -0.1375 1.0550  0.000
C: -3.2356 0.3244 0.1492  0.000
C: -2.6410 -0.8843 -0.6828  -0.001
C: -1.1197 -1.1165 -0.3206  0.000
C: -0.3134 -1.8169 -1.4693  -0.003
C: -1.1127 -3.1584 -1.7956  -0.001
O: -1.9531 -3.1868 -2.7131  0.000
O: -0.8516 -4.2247 -1.1284  0.000
C: 1.1058 -2.2782 -0.9747  -0.001
C: 2.2990 -1.3084 -1.2812  0.021
C: 3.6113 -2.2205 -1.2693  0.014
C: 2.5281 -0.2976 -0.0812  0.051
N: 2.2740 -0.6628 -2.6033  0.359
O: 3.2867 0.1016 -2.8323  0.543
C: 0.9801 -0.0604 -2.9629  0.015
C: 1.0768 0.2804 -4.5140  0.002
C: 0.6541 1.3038 -2.2600  0.040
C: -0.2564 -1.0160 -2.8222  0.016
H: -5.5913 -0.8823 -0.7245  0.000
H: -6.2010 0.6763 0.0481  0.000
H: -6.5018 -0.8881 0.8429  0.000
H: -4.1768 -1.0791 1.5961  0.000
H: -4.6141 0.6519 1.8240  0.000
H: -3.6024 1.1466 -0.5187  0.000
H: -2.4547 0.7483 0.8253  0.000
H: -3.2352 -1.7985 -0.4422  0.000
H: -2.7917 -0.6718 -1.7621  0.000
H: -0.6490 -0.1912 0.0817  0.000
H: -1.1406 -1.8494 0.5306  0.000
H: 1.0422 -2.3497 0.1417  -0.001
H: 1.3814 -3.3038 -1.3108  -0.001
H: 3.7609 -2.5762 -2.3196  -0.011
H: 4.4942 -1.6124 -0.9768  0.000
H: 3.4732 -3.0893 -0.5825  0.001
H: 1.6372 0.3368 0.0830  -0.016
H: 2.8134 -0.8863 0.8231  -0.001
H: 3.3973 0.3542 -0.3260  -0.006
H: 0.0643 0.5607 -4.8864  0.001
H: 1.4413 -0.6278 -5.0442  -0.007
H: 1.7562 1.1557 -4.6499  0.000
H: 0.2118 1.2116 -1.2446  -0.008
H: 1.5889 1.9097 -2.1404  -0.004
H: -0.0623 1.8920 -2.8781  0.000
H: -1.1762 -0.4366 -3.0540  -0.001
H: -0.1649 -1.7702 -3.6460  -0.002
O: 0.8026 1.1741 2.1452  0.001
S: 0.8678 1.2111 3.5736  0.000
O: -0.3082 1.3681 4.3758  0.000
O: 1.9492 2.3134 4.0161  0.000
C: 1.8136 3.6405 3.4950  0.000
C: 0.7334 4.4221 4.2189  0.000
C: 1.7543 -0.2056 4.1410  0.000
H: 1.6283 3.6133 2.4186  0.000
H: 2.7758 4.1319 3.6439  0.000
H: -0.2547 4.0095 4.0115  0.000
H: 0.7384 5.4663 3.9015  0.000
H: 0.8827 4.3770 5.2991  0.000
H: 2.6761 -0.2946 3.5704  0.000
H: 1.1238 -1.0782 3.9769  0.000
H: 1.9623 -0.0883 5.2025  0.000